Record 1
15
Properties=species:S:1:pos:R:3:forces:R:3 method="wB97M-V/def2-TZVPD" de_lowest_kcal_mol=86.2 homo_lumo_gap_ev=9.01 energy_ha=-341.866282 homo_ev=-8.15 total_charge=0
C -1.639188 0.422408 0.346939 0.032 0.025 -0.032
C -1.351867 -0.412841 -0.661960 -0.037 0.043 0.350
N -0.686461 -1.625544 -0.555878 -0.181 0.090 0.004
O -1.638142 -0.160153 -1.968201 0.007 0.087 -0.022
H -2.087966 1.395351 0.171054 0.031 -0.180 -0.080
H -1.378679 0.166083 1.366737 -0.047 -0.011 -0.187
H -1.026794 -2.319241 -1.209385 0.098 0.053 0.102
H -0.603711 -1.965729 0.392026 0.001 0.040 -0.123
H -2.024868 0.720578 -2.014378 -0.065 -0.053 -0.078
C 1.550500 0.755674 0.785121 -0.143 -0.259 0.227
N 1.323183 -0.301769 1.413586 0.056 0.398 -0.057
C 2.292630 -0.360692 0.242054 0.298 -0.180 -0.230
H 1.239986 1.794611 0.775828 0.041 -0.201 0.044
H 1.929255 -0.874649 -0.647617 0.087 0.099 0.167
H 3.343497 -0.502680 0.495762 -0.178 0.049 -0.085


Record 2
15
Properties=species:S:1:pos:R:3:forces:R:3 method="wB97M-V/def2-TZVPD" de_lowest_kcal_mol=177.0 homo_lumo_gap_ev="8.61 / 8.68" energy_ha=-341.721512 homo_ev="-9.00 / -8.87" total_charge=0
N 1.558737 -0.091326 -1.701781 -0.578 -0.632 -0.478
C 1.632444 -1.203242 -1.201743 2.628 0.567 -0.961
O 2.176489 -2.202000 -0.916340 -1.476 -0.162 0.347
C 0.564006 0.060384 1.105538 -1.639 -0.113 1.121
N -0.313273 0.527121 0.112036 0.042 0.106 -0.017
C -1.661494 0.886379 0.538396 -0.475 0.135 0.035
C -1.426815 -0.304828 -0.305953 -0.330 -0.157 -0.141
H 2.750719 0.577881 -0.167206 0.059 0.056 0.463
H 1.008757 0.694212 -1.389397 -0.387 -0.274 0.151
H 0.083882 -0.712483 1.739142 0.850 -0.384 -0.442
H 0.956326 0.841808 1.728389 0.566 0.383 -0.122
H -1.975126 0.656967 1.557869 0.252 0.317 -0.106
H -2.044213 1.785663 0.078344 -0.113 0.092 0.195
H -1.619756 -1.264753 0.181076 0.398 0.164 -0.136
H -1.690685 -0.251786 -1.358370 0.205 -0.099 0.088


Record 3
16
Properties=species:S:1:pos:R:3:forces:R:3 method="wB97M-V/def2-TZVPD" de_lowest_kcal_mol=49.9 spin_multiplicity=2 homo_lumo_gap_ev="7.11 / 6.13" energy_ha=-417.135921 homo_ev="-2.97 / -2.79" total_charge=-1
O 0.565969 -1.261486 1.541666 -0.043 -0.308 1.087
C 0.302159 -1.252854 0.355809 1.009 0.257 -0.791
N 1.022838 -1.660566 -0.696730 -0.634 1.482 0.204
C 1.837244 -0.596422 -1.272484 0.004 -1.233 -0.323
O 1.316744 0.719651 -1.421478 1.183 0.409 -0.328
C -1.161841 -0.597022 0.054422 -1.358 -0.206 -0.855
N -1.150928 0.798975 -0.130862 0.399 -0.281 0.614
C -1.163542 1.452707 1.158186 0.132 0.752 -0.087
H 2.786624 -0.498991 -0.710722 -0.139 0.198 0.060
H 2.096233 -0.902430 -2.292692 0.200 -0.222 0.040
H -1.866291 -0.861223 0.853918 0.373 -0.266 0.375
H -1.500845 -1.110307 -0.847293 0.089 0.170 -0.158
H 0.408529 0.822057 -1.167357 -1.187 -0.147 0.406
H -0.392777 1.049887 1.820075 0.054 -0.197 0.058
H -0.978225 2.529651 1.065257 0.019 -0.104 -0.196
H -2.121891 1.368373 1.690285 -0.101 -0.304 -0.106


Record 4
16
Properties=species:S:1:pos:R:3:forces:R:3 method="wB97M-V/def2-TZVPD" de_lowest_kcal_mol=163.1 homo_lumo_gap_ev=9.85 energy_ha=-416.995955 homo_ev=-9.05 total_charge=0
C -0.775124 1.810805 -0.433688 1.131 -5.393 -0.870
N -1.567641 0.774450 -0.855126 0.785 3.767 3.240
N -1.287506 -0.476928 -0.210499 2.795 -0.969 -4.035
C 0.049828 -0.960728 -1.042061 2.116 1.705 1.439
C 1.011005 -1.283622 0.123582 0.112 0.305 1.125
O 1.310768 -0.237422 1.155279 3.919 -3.648 -1.078
C 0.508941 0.698798 1.320930 -4.018 6.613 2.047
O 0.561799 1.693906 0.082436 -4.000 -0.929 0.367
H -1.037859 2.805506 -0.634079 -0.437 1.069 -0.800
H -2.003782 -1.186846 -0.429596 0.087 1.038 -0.432
H 0.088896 -1.954690 -1.548028 -0.942 0.957 -0.113
H 0.568371 -0.110982 -1.642544 -1.856 -1.404 0.550
H 2.147494 -1.458277 -0.037343 -2.458 -1.080 -0.470
H 0.227521 -1.987951 0.540990 2.300 -0.284 0.884
H 0.701950 1.609007 2.155751 0.237 -3.124 -1.727
H -0.504661 0.264976 1.453995 0.232 1.379 -0.129


Record 5
16
Properties=species:S:1:pos:R:3:forces:R:3 method="wB97M-V/def2-TZVPD" de_lowest_kcal_mol=107.8 homo_lumo_gap_ev=8.64 energy_ha=-417.084141 homo_ev=-8.19 total_charge=0
C -0.300439 1.904812 0.139624 0.095 -0.122 -0.004
N 1.915481 -0.980505 -0.630040 -0.148 0.128 0.013
C 1.504647 -0.020211 0.301597 -0.249 0.110 -0.047
N -1.690216 -0.983167 0.254107 0.197 0.074 -0.098
C 0.672142 -1.373311 0.086496 0.161 0.149 0.101
C -0.582914 -0.956195 -0.483298 -0.053 0.271 0.105
O 0.306431 0.879590 -0.605445 0.093 -0.434 0.222
O 2.018974 0.596293 1.204215 -0.200 -0.116 -0.251
H 1.773819 -0.729135 -1.606083 -0.058 0.001 0.087
H -1.624315 -1.043294 1.258896 0.039 -0.009 -0.065
H -2.582087 -0.726262 -0.134975 0.088 -0.024 -0.008
H 0.723334 -2.239202 0.734108 -0.019 0.029 -0.035
H -0.742136 -0.880620 -1.552375 0.006 0.028 0.014
H -1.221792 1.558355 0.638241 0.042 0.004 -0.034
H 0.385804 2.255847 0.916742 -0.011 -0.036 -0.039
H -0.556733 2.737005 -0.521811 0.016 -0.052 0.039


Record 6
16
Properties=species:S:1:pos:R:3:forces:R:3 method="wB97M-V/def2-TZVPD" de_lowest_kcal_mol=58.7 homo_lumo_gap_ev=9.31 energy_ha=-417.162337 homo_ev=-8.82 total_charge=0
N 1.820996 1.949319 -0.296601 0.791 1.828 0.091
C 1.265696 0.693549 -0.498481 -0.437 -1.706 -0.566
C 0.327706 0.134809 0.280889 1.450 -0.018 -0.939
N -0.224864 0.745229 1.398669 0.010 0.185 0.606
C -0.129514 -1.236101 -0.115421 0.837 -1.240 0.619
O 0.630226 -2.199161 -0.019831 -1.331 1.403 -0.386
C -1.563274 -1.342461 -0.624321 -0.210 -0.001 -0.717
O -2.518054 -1.613981 0.383599 0.336 0.272 0.563
H 1.634086 2.530319 -1.118091 -0.103 0.033 0.394
H 2.840946 1.865569 -0.308961 -0.293 0.052 0.253
H 1.674766 0.166969 -1.360801 -0.483 -0.477 0.137
H 0.315126 1.597939 1.581099 -0.409 -0.222 0.008
H -0.144654 0.125729 2.205649 -0.160 0.255 -0.133
H -1.842494 -0.415051 -1.136851 0.212 0.065 0.005
H -1.599674 -2.139661 -1.374021 -0.051 -0.068 0.337
H -2.487024 -0.863021 1.003469 -0.158 -0.363 -0.273


Record 7
16
Properties=species:S:1:pos:R:3:forces:R:3 method="wB97M-V/def2-TZVPD" de_lowest_kcal_mol=81.0 homo_lumo_gap_ev=10.25 energy_ha=-417.126946 homo_ev=-9.55 total_charge=0
C 0.872326 0.840595 1.913228 0.778 -0.264 0.144
C 0.112631 -0.283862 1.128453 -2.481 1.638 1.899
N -0.838654 0.359245 0.208709 0.912 -0.759 -1.734
C -1.398125 0.070603 -1.002308 0.318 1.656 0.629
O -2.366853 0.749447 -1.359900 0.673 -1.070 -0.267
C -0.804013 -0.933280 -1.952484 -2.106 -0.230 0.330
N 0.387875 -1.177158 -2.268232 1.004 0.433 -0.106
O 1.354679 -0.359796 -1.596874 -2.597 -0.137 0.548
H 1.211199 0.441208 2.902139 -0.130 0.293 -0.841
H 0.280998 1.743168 2.132286 -0.136 -0.474 -0.149
H 1.786021 1.215685 1.343073 -1.191 -0.706 0.595
H 0.852596 -0.931699 0.775855 0.635 -0.956 -1.426
H -0.636361 -0.874282 1.738032 1.537 0.411 0.285
H -1.282467 1.183055 0.537154 -0.324 0.600 0.745
H -1.673608 -1.436092 -2.471306 1.580 0.126 0.232
H 2.141756 -0.606839 -2.027826 1.527 -0.561 -0.886


Record 8
16
Properties=species:S:1:pos:R:3:forces:R:3 method="wB97M-V/def2-TZVPD" de_lowest_kcal_mol=6.1 homo_lumo_gap_ev=10.62 energy_ha=-417.246282 homo_ev=-9.94 total_charge=0
C -2.420907 1.300146 0.395602 -0.653 0.362 -0.278
C -1.355013 0.583145 -0.412373 -0.171 0.134 0.514
C -0.159911 0.171999 0.426647 0.015 -0.178 -0.356
O -0.008953 0.467614 1.576855 0.030 -0.070 0.169
N 0.732477 -0.669995 -0.279689 0.418 0.657 0.501
C 2.126880 -0.660024 0.071759 0.039 0.043 0.076
N 2.786849 -1.762287 -0.427884 0.093 -0.356 0.346
O 2.677437 0.229896 0.658568 -0.105 -0.050 0.043
H -3.333661 1.441896 -0.191948 0.150 -0.160 -0.210
H -2.745969 0.765386 1.285253 0.374 0.045 0.158
H -2.102574 2.315734 0.628444 0.135 -0.164 0.424
H -1.000764 1.286738 -1.169800 0.052 -0.348 -0.318
H -1.761360 -0.325527 -0.860297 0.076 0.107 -0.317
H 0.631677 -0.608202 -1.276774 -0.251 -0.302 -0.375
H 2.258948 -2.617664 -0.453394 -0.324 -0.020 -0.181
H 3.674846 -1.918856 0.029037 0.122 0.299 -0.196